Formula: C26H29N5O2
Source: the Open Molecules 2025 dataset
Level of theory: ωB97M-V/def2-TZVPD

Each atom is followed by the atoms it is bonded to, with distances in Å.
Cartesian coordinates (Å):
1 C -0.73 4.01 0.22  C2 1.496, H60 1.087, H61 1.090, H62 1.089
2 C 0.35 5.04 0.16  C1 1.496, C3 1.388, C7 1.397
3 C 0.30 6.20 0.93  C2 1.388, C4 1.384, H59 1.080
4 C 1.31 7.13 0.90  C3 1.384, C5 1.384, H58 1.080
5 C 2.42 6.93 0.09  C4 1.384, C6 1.382, H57 1.079
6 C 2.50 5.79 -0.69  C5 1.382, C7 1.389, H56 1.080
7 C 1.47 4.86 -0.66  C2 1.397, C6 1.389, N8 1.407
8 N 1.59 3.71 -1.47  C7 1.407, C9 1.350, N12 1.333
9 C 2.67 2.90 -1.55  N8 1.350, C10 1.378, H55 1.071
10 C 2.37 1.92 -2.47  C9 1.378, C11 1.405, C14 1.491
11 C 1.07 2.24 -2.90  C10 1.405, N12 1.318, H13 1.072
12 N 0.61 3.30 -2.29  N8 1.333, C11 1.318
13 H 0.48 1.72 -3.63  C11 1.072
14 C 3.15 0.69 -2.79  C10 1.491, N15 1.456, H53 1.092, H54 1.093
15 N 2.71 -0.39 -1.91  C14 1.456, C16 1.350, H52 1.011
16 C 1.76 -1.27 -2.31  N15 1.350, O17 1.217, C18 1.523
17 O 1.38 -1.37 -3.46  C16 1.217
18 C 1.24 -2.15 -1.18  C16 1.523, H19 1.089, H20 1.090, C21 1.553
19 H 2.02 -2.27 -0.43  C18 1.089
20 H 0.98 -3.13 -1.59  C18 1.090
21 C -0.04 -1.59 -0.51  C18 1.553, N22 1.451, C28 1.530, H51 1.096
22 N -1.23 -2.18 -1.09  C21 1.451, C23 1.446, C33 1.455
23 C -1.59 -1.51 -2.33  N22 1.446, H24 1.092, H25 1.092, C26 1.531
24 H -0.74 -1.59 -3.01  C23 1.092
25 H -2.45 -2.03 -2.77  C23 1.092
26 C -1.94 -0.04 -2.10  C23 1.531, N27 1.446, H31 1.093, H32 1.099
27 N -0.91 0.57 -1.28  C26 1.446, C28 1.340, H30 1.013
28 C 0.00 -0.06 -0.53  C21 1.530, N27 1.340, O29 1.224
29 O 0.84 0.57 0.10  C28 1.224
30 H -0.83 1.58 -1.33  N27 1.013
31 H -1.99 0.49 -3.06  C26 1.093
32 H -2.91 0.06 -1.60  C26 1.099
33 C -2.32 -2.33 -0.14  N22 1.455, C34 1.496, H49 1.096, H50 1.103
34 C -1.99 -3.44 0.81  C33 1.496, C35 1.330, H48 1.080
35 C -2.12 -3.36 2.14  C34 1.330, C36 1.457, H47 1.085
36 C -1.85 -4.42 3.10  C35 1.457, C37 1.396, C41 1.396
37 C -2.25 -4.25 4.42  C36 1.396, C38 1.382, H46 1.081
38 C -2.03 -5.23 5.37  C37 1.382, C39 1.385, H45 1.080
39 C -1.38 -6.40 5.02  C38 1.385, C40 1.386, H44 1.080
40 C -0.96 -6.58 3.71  C39 1.386, C41 1.381, H43 1.081
41 C -1.19 -5.60 2.76  C36 1.396, C40 1.381, H42 1.079
42 H -0.85 -5.75 1.75  C41 1.079
43 H -0.45 -7.49 3.43  C40 1.081
44 H -1.20 -7.17 5.75  C39 1.080
45 H -2.35 -5.08 6.39  C38 1.080
46 H -2.76 -3.33 4.71  C37 1.081
47 H -2.50 -2.44 2.57  C35 1.085
48 H -1.63 -4.33 0.33  C34 1.080
49 H -3.21 -2.61 -0.70  C33 1.096
50 H -2.54 -1.40 0.42  C33 1.103
51 H -0.01 -1.89 0.55  C21 1.096
52 H 2.79 -0.20 -0.92  N15 1.011
53 H 2.95 0.36 -3.81  C14 1.092
54 H 4.22 0.84 -2.64  C14 1.093
55 H 3.53 3.06 -0.94  C9 1.071
56 H 3.35 5.62 -1.33  C6 1.080
57 H 3.22 7.65 0.07  C5 1.079
58 H 1.24 8.02 1.51  C4 1.080
59 H -0.56 6.36 1.57  C3 1.080
60 H -1.44 4.25 1.01  C1 1.087
61 H -0.29 3.03 0.42  C1 1.090
62 H -1.26 3.96 -0.73  C1 1.089

Properties
LUMO energy = 0.71 eV
frontier orbital gap = 9.16 eV
SMILES string = Cc1ccccc1-n1cc(CNC(=O)C[C@H]2C(=O)NCCN2C/C=C/c2ccccc2)cn1
HOMO = -8.5 eV

Results of the Mulliken charge analysis, in e, for atoms 1 through 2:
1 C -1.11
2 C 1.00

Formula: C3H6ClN
Source: the Open Molecules 2025 dataset
Level of theory: ωB97M-V/def2-TZVPD

Each atom is followed by the atoms it is bonded to, with distances in Å.
Cartesian coordinates (Å):
1 C -0.25 1.51 0.85  C2 1.379, H6 1.089, H7 1.047
2 C -0.06 0.15 0.96  C1 1.379, C3 1.401, H8 1.034
3 C -0.78 -0.72 0.12  C2 1.401, Cl5 1.695, H9 1.033
4 N 1.15 -1.09 -1.34  H10 1.013, H11 1.019
5 Cl -1.06 -2.37 0.36  C3 1.695
6 H 0.29 2.33 1.33  C1 1.089
7 H -0.94 1.98 0.23  C1 1.047
8 H 0.69 -0.38 1.43  C2 1.034
9 H -1.36 -0.19 -0.55  C3 1.033
10 H 0.66 -1.00 -2.23  N4 1.013
11 H 1.65 -0.22 -1.16  N4 1.019

Properties
LUMO energy (spin up / spin down) = -0.31 / -0.41 eV
frontier orbital gap (spin up / spin down) = 7.64 / 9.45 eV
HOMO (spin up / spin down) = -7.9 / -9.9 eV

Results of the Mulliken charge analysis, in e, for atoms 1 through 2:
1 C -0.89
2 C 0.02